Record 1
The following is a DFT calculation (the ωB97M-V functional and the def2-TZVPD basis) of a molecular structure, C42H51Cl3InN9OPS5.

## Properties
HOMO	-9.8457	eV
orbital gap	6.78	eV
ΔE to the lowest compared entry with this formula, charge and spin	15.1	kcal/mol
net charge	+1
LUMO energy	-0.113	hartree

Last column: Mulliken charge in e.
Atoms and positions in Å:
In1 -0.541 -0.128 -1.034  1.40
N1 2.931 2.019 -2.340  -0.37
C1 1.787 1.813 -1.646  0.30
S1 0.291 1.722 -2.578  -0.45
N2 1.869 1.750 -0.343  -1.31
N3 0.646 1.417 0.190  0.67
C2 0.149 2.044 1.179  0.17
C3 0.838 3.125 1.924  0.14
C4 2.102 2.894 2.460  0.26
C5 2.748 3.895 3.166  -0.71
C6 2.151 5.141 3.317  -0.81
C7 0.907 5.387 2.753  -0.92
C8 0.249 4.379 2.062  0.02
C9 -1.259 1.652 1.490  0.76
C10 -1.960 2.199 2.554  -0.66
C11 -3.269 1.809 2.777  -1.29
C12 -3.843 0.866 1.942  -1.22
C13 -3.082 0.366 0.905  -0.98
N4 -1.832 0.761 0.669  0.49
H1 2.862 2.327 -3.294  0.25
H2 3.753 2.273 -1.817  0.22
H3 2.579 1.932 2.324  0.78
H4 3.723 3.704 3.597  0.13
H5 2.662 5.923 3.864  0.46
H6 0.449 6.362 2.847  0.44
H7 -0.713 4.579 1.604  0.59
H8 -1.484 2.923 3.198  0.90
H9 -3.828 2.233 3.602  0.54
H10 -4.857 0.520 2.088  0.58
H11 -3.471 -0.395 0.247  0.64
C14 -5.672 -0.030 -1.694  0.70
C15 -5.469 1.482 -1.909  -1.01
S2 -3.752 2.079 -1.829  0.22
C16 -3.296 2.242 -3.566  -0.90
C17 -3.443 0.965 -4.372  -0.97
S3 -2.428 -0.407 -3.740  0.38
C18 -3.451 -1.826 -4.209  -0.72
C19 -4.587 -2.183 -3.257  -0.78
S4 -5.983 -1.023 -3.187  -0.19
H12 -6.548 -0.184 -1.064  0.55
H13 -4.812 -0.465 -1.196  -1.00
H14 -5.975 2.027 -1.112  0.50
H15 -5.903 1.810 -2.854  0.49
H16 -2.261 2.588 -3.537  0.29
H17 -3.900 3.027 -4.022  0.54
H18 -3.138 1.140 -5.405  0.57
H19 -4.477 0.630 -4.360  0.33
H20 -2.755 -2.666 -4.259  0.31
H21 -3.827 -1.635 -5.215  0.46
H22 -4.213 -2.336 -2.244  0.18
H23 -5.031 -3.122 -3.593  0.52
Cl1 -2.394 2.894 6.262  -0.20
C20 -1.246 1.645 5.896  0.36
C21 -0.216 1.901 5.010  -1.75
C22 0.642 0.865 4.685  0.73
C23 0.535 -0.405 5.247  -0.54
C24 1.551 -1.425 4.795  0.31
C25 0.987 -2.757 4.302  -1.50
N5 -0.107 -2.545 3.370  0.51
C26 -1.330 -3.166 3.402  -0.31
C27 -1.994 -2.734 2.290  -1.13
N6 -1.210 -1.843 1.590  0.23
C28 -0.089 -1.773 2.266  -0.43
O1 2.473 -1.684 5.834  -0.28
C29 3.815 -1.774 5.375  -0.76
C30 4.331 -0.448 4.888  0.13
C31 4.355 0.696 5.631  0.78
Cl2 3.778 0.897 7.230  -0.17
S5 5.064 2.012 4.799  -0.20
C32 5.331 1.051 3.412  -0.34
C33 4.894 -0.225 3.595  -0.76
C34 -0.462 -0.597 6.197  1.21
Cl3 -0.612 -2.085 7.086  -0.20
C35 -1.372 0.405 6.501  -0.91
H24 -0.077 2.891 4.593  1.18
H25 1.443 1.056 3.979  0.02
H26 2.076 -0.947 3.959  0.07
H27 0.615 -3.347 5.134  0.35
H28 1.795 -3.322 3.834  0.22
H29 -1.609 -3.837 4.196  0.46
H30 -2.984 -3.005 1.960  0.47
H31 0.762 -1.162 1.999  0.43
H32 3.912 -2.511 4.570  0.26
H33 4.390 -2.133 6.228  0.37
H34 5.810 1.474 2.543  0.49
H35 4.973 -0.997 2.840  0.43
H36 -2.161 0.220 7.216  0.49
C36 0.617 -1.921 -0.969  -1.71
H37 0.686 -2.339 -1.966  0.14
H38 0.177 -2.628 -0.277  0.51
H39 1.598 -1.586 -0.625  0.42
C37 1.096 -2.319 -7.365  -0.98
N7 1.611 -0.986 -7.058  0.12
C38 3.020 -1.107 -6.685  -0.94
N8 3.259 -2.033 -5.580  0.10
C39 2.699 -3.334 -5.935  -0.93
N9 1.280 -3.283 -6.283  0.07
C40 0.462 -2.933 -5.119  -1.15
P1 0.841 -1.256 -4.376  1.61
C41 0.833 -0.340 -6.000  -1.19
C42 2.691 -1.528 -4.327  -1.08
H40 1.621 -2.693 -8.246  0.29
H41 0.033 -2.244 -7.600  0.39
H42 3.402 -0.121 -6.413  0.39
H43 3.572 -1.467 -7.554  0.30
H44 2.838 -4.025 -5.101  0.41
H45 3.246 -3.716 -6.798  0.32
H46 0.595 -3.698 -4.350  0.46
H47 -0.591 -2.947 -5.418  0.35
H48 1.221 0.667 -5.830  0.40
H49 -0.206 -0.236 -6.326  0.39
H50 2.919 -2.234 -3.524  0.43
H51 3.175 -0.582 -4.072  0.38



Record 2
The following is a DFT calculation (the ωB97M-V functional and the def2-TZVPD basis) of a molecular structure, C42H51ClKN8O4P.

## Properties
HOMO	-1.0635	eV
orbital gap	5.03	eV
ΔE to the lowest compared entry with this formula, charge and spin	22.8	kcal/mol
net charge	-2
LUMO energy	0.146	hartree

Last column: Mulliken charge in e.
Atoms and positions in Å:
K1 -0.807 1.163 0.478  0.76
C1 0.818 0.565 -3.680  -1.04
N1 0.086 1.578 -2.960  1.76
C2 0.992 2.643 -2.536  -0.37
C3 -1.120 2.024 -3.549  -0.18
C4 -1.462 1.696 -4.859  -0.19
C5 -2.648 2.137 -5.442  -0.87
C6 -3.508 2.930 -4.701  -0.81
C7 -3.190 3.252 -3.390  -0.14
C8 -2.021 2.801 -2.760  -0.79
N2 -1.806 2.967 -1.414  0.95
C9 -1.853 4.216 -0.884  -0.22
C10 -1.625 5.395 -1.632  -0.76
C11 -1.483 6.641 -1.039  -0.73
C12 -1.586 6.783 0.332  -0.96
C13 -1.875 5.650 1.096  0.09
C14 -2.041 4.399 0.530  -0.21
N3 -2.387 3.259 1.316  1.22
C15 -2.315 3.419 2.754  -1.38
C16 -3.680 2.701 0.933  -0.77
H1 0.177 -0.290 -3.903  0.39
H2 1.635 0.222 -3.046  -0.28
H3 1.251 0.942 -4.627  0.36
H4 1.502 3.089 -3.409  0.24
H5 1.734 2.221 -1.861  -0.25
H6 0.451 3.418 -2.005  -0.04
H7 -0.782 1.098 -5.452  0.31
H8 -2.885 1.858 -6.463  0.37
H9 -4.440 3.283 -5.131  0.35
H10 -3.873 3.846 -2.792  0.38
H11 -1.499 5.296 -2.704  0.36
H12 -1.265 7.502 -1.664  0.35
H13 -1.447 7.744 0.813  0.34
H14 -1.977 5.756 2.168  0.33
H15 -3.098 4.098 3.139  0.37
H16 -1.338 3.793 3.051  0.38
H17 -2.460 2.440 3.216  0.05
H18 -4.497 3.405 1.169  0.27
H19 -3.847 1.776 1.484  0.10
H20 -3.686 2.486 -0.134  0.06
O1 2.672 2.087 2.723  -0.75
Cl1 1.378 2.597 2.333  1.66
O2 1.028 3.707 3.178  -0.77
O3 1.389 3.001 0.945  -0.58
O4 0.382 1.538 2.483  -0.74
C17 -1.832 -6.914 3.438  -0.47
C18 -2.396 -6.407 2.274  -0.53
C19 -1.874 -5.264 1.689  -0.50
C20 -0.787 -4.595 2.254  0.28
C21 -0.241 -5.106 3.429  -0.18
C22 -0.753 -6.258 4.012  -0.66
P1 -0.252 -3.052 1.383  0.50
C23 1.386 -2.754 2.160  0.23
C24 1.768 -1.491 2.604  -0.41
C25 3.084 -1.231 2.973  -0.44
C26 4.035 -2.237 2.923  -0.54
C27 3.668 -3.508 2.488  -0.83
C28 2.364 -3.755 2.098  -0.39
C29 -1.450 -1.882 2.127  0.79
C30 -1.447 -1.715 3.521  -0.38
C31 -2.481 -1.038 4.136  -0.81
C32 -3.533 -0.580 3.341  -0.42
C33 -3.500 -0.763 1.966  -0.30
C34 -2.445 -1.387 1.256  -0.58
H21 -2.235 -7.810 3.896  0.34
H22 -3.249 -6.900 1.822  0.38
H23 -2.324 -4.860 0.787  0.33
H24 0.591 -4.596 3.899  0.33
H25 -0.312 -6.637 4.927  0.37
H26 1.048 -0.684 2.650  0.16
H27 3.346 -0.227 3.278  0.43
H28 5.061 -2.032 3.205  0.35
H29 4.405 -4.303 2.442  0.37
H30 2.095 -4.742 1.732  0.43
H31 -0.633 -2.113 4.125  0.28
H32 -2.480 -0.878 5.208  0.35
H33 -4.375 -0.072 3.806  0.32
H34 -4.354 -0.385 1.403  0.35
C35 2.455 -2.628 -1.669  -0.80
N4 3.609 -1.819 -1.344  0.43
C36 4.814 -2.548 -1.008  -1.38
C37 3.387 -0.531 -0.878  -0.18
N5 2.257 -0.027 -0.576  1.00
N6 4.565 0.247 -0.807  0.11
C38 4.420 1.505 -0.088  -0.69
C39 5.216 0.447 -2.094  -1.26
H35 2.796 -3.644 -1.871  0.38
H36 1.937 -2.242 -2.550  0.31
H37 1.727 -2.677 -0.851  0.04
H38 4.608 -3.320 -0.259  0.42
H39 5.551 -1.866 -0.594  0.43
H40 5.236 -3.033 -1.897  0.31
H41 1.510 -0.721 -0.601  -0.64
H42 3.818 2.234 -0.640  0.31
H43 5.419 1.915 0.077  0.26
H44 3.930 1.342 0.865  0.05
H45 5.325 -0.494 -2.628  0.38
H46 6.208 0.874 -1.934  0.39
H47 4.645 1.140 -2.730  0.28
N7 -0.873 -3.005 -2.033  -0.07
C40 -2.056 -3.279 -2.619  -0.42
C41 -2.687 -2.076 -2.808  -1.10
C42 -1.804 -1.130 -2.255  -0.54
N8 -0.710 -1.698 -1.789  0.59
H48 -0.237 -3.652 -1.600  0.15
H49 -2.354 -4.291 -2.836  0.44
H50 -3.659 -1.900 -3.234  0.41
H51 -1.945 -0.077 -2.108  0.58



Record 3
The following is a DFT calculation (the ωB97M-V functional and the def2-TZVPD basis) of a molecular structure, C42H51I2N4O2P3ReS3.

## Properties
HOMO (spin up / spin down)	-12.3968 / -12.3835	eV
multiplicity	2
orbital gap (spin up / spin down)	6.42 / 6.31	eV
ΔE to the lowest compared entry with this formula, charge and spin	28.3	kcal/mol
net charge	+2
LUMO energy (spin up / spin down)	-0.220 / -0.223	hartree

Last column: Mulliken charge in e.
Atoms and positions in Å:
Re1 -0.185 -0.303 -0.119  -0.59
C1 2.060 1.418 6.010  -1.25
C2 2.506 0.440 4.932  -0.14
N1 2.631 1.084 3.614  0.07
C3 1.640 1.081 2.694  0.08
S1 1.900 2.278 1.392  -0.25
N2 0.627 0.302 2.820  -0.46
N3 -0.373 0.304 1.856  0.72
C4 -1.551 0.579 2.296  0.90
C5 -1.810 1.095 3.669  -1.56
C6 -2.635 0.237 1.355  0.59
C7 -3.971 0.399 1.651  -1.09
C8 -4.928 -0.034 0.742  -1.05
C9 -4.519 -0.625 -0.436  -0.87
C10 -3.164 -0.743 -0.688  0.12
N4 -2.240 -0.310 0.184  0.80
H1 2.028 0.921 6.982  0.42
H2 1.060 1.806 5.795  0.24
H3 2.746 2.264 6.091  0.34
H4 1.793 -0.373 4.822  -0.01
H5 3.475 0.005 5.177  0.41
H6 3.314 1.817 3.514  0.29
H7 -1.013 1.760 3.986  0.28
H8 -1.837 0.256 4.374  0.18
H9 -2.756 1.632 3.728  0.60
H10 -4.265 0.851 2.588  0.47
H11 -5.982 0.088 0.961  0.48
H12 -5.226 -0.989 -1.168  0.54
H13 -2.799 -1.188 -1.603  0.38
I1 -1.071 2.584 -1.262  0.24
C11 -0.108 1.780 -2.966  -0.77
I2 -0.045 -0.332 -2.862  0.18
H14 0.916 2.130 -2.970  0.35
H15 -0.652 2.058 -3.859  0.60
C12 -0.766 -3.783 -0.127  -1.77
P1 0.387 -2.521 0.528  0.97
C13 1.985 -3.245 0.067  2.08
C14 2.705 -4.124 0.887  -1.10
C15 3.852 -4.748 0.415  -1.09
C16 4.287 -4.521 -0.885  -0.87
C17 3.574 -3.669 -1.709  -1.02
C18 2.438 -3.026 -1.234  -0.02
C19 0.088 -2.670 2.334  0.65
C20 1.049 -2.792 3.333  -0.26
C21 0.678 -2.864 4.674  -0.89
C22 -0.655 -2.783 5.039  -0.74
C23 -1.623 -2.611 4.054  -0.91
C24 -1.252 -2.553 2.721  -0.88
P2 -0.701 -4.126 -1.968  0.48
C25 -0.842 -5.955 -1.933  0.66
C26 -1.586 -6.596 -2.924  -0.66
C27 -1.694 -7.979 -2.943  -0.67
C28 -1.043 -8.744 -1.984  -0.53
C29 -0.261 -8.120 -1.026  -0.72
C30 -0.153 -6.734 -1.007  -0.35
C31 -2.403 -3.636 -2.473  0.15
C32 -3.565 -4.100 -1.845  0.03
C33 -4.818 -3.721 -2.303  -0.99
C34 -4.933 -2.877 -3.409  -0.55
C35 -3.793 -2.421 -4.052  -0.66
C36 -2.535 -2.806 -3.584  -0.63
H16 -1.788 -3.528 0.147  0.68
H17 -0.489 -4.681 0.424  1.00
H18 2.350 -4.389 1.869  0.71
H19 4.390 -5.433 1.059  0.52
H20 5.179 -5.015 -1.254  0.45
H21 3.902 -3.494 -2.726  0.52
H22 1.905 -2.357 -1.890  0.14
H23 2.101 -2.793 3.096  0.44
H24 1.442 -2.984 5.433  0.51
H25 -0.943 -2.849 6.082  0.43
H26 -2.670 -2.530 4.328  0.53
H27 -2.022 -2.414 1.971  0.09
H28 -2.094 -6.015 -3.687  0.43
H29 -2.287 -8.461 -3.711  0.41
H30 -1.135 -9.823 -1.993  0.39
H31 0.272 -8.711 -0.291  0.43
H32 0.498 -6.276 -0.270  0.25
H33 -3.489 -4.787 -1.007  0.56
H34 -5.710 -4.104 -1.820  0.44
H35 -5.914 -2.600 -3.781  0.44
H36 -3.877 -1.789 -4.929  0.47
H37 -1.647 -2.488 -4.118  0.82
C37 5.578 -0.853 2.384  -1.44
C38 5.187 -0.985 0.935  2.36
C39 6.336 -1.449 0.072  -1.63
O1 4.708 0.371 0.555  0.15
P3 4.063 0.859 -0.771  0.23
S2 4.145 -0.127 -2.366  -0.25
S3 1.942 1.061 -0.274  -0.18
O2 4.326 2.394 -0.790  -0.23
C40 5.631 3.116 -0.671  0.42
C41 6.735 2.387 -1.401  -1.11
C42 5.917 3.369 0.789  -0.97
H38 5.910 -1.823 2.760  0.45
H39 4.734 -0.514 2.990  0.06
H40 6.401 -0.144 2.491  0.38
H41 4.331 -1.653 0.838  -1.02
H42 7.174 -0.751 0.145  0.33
H43 6.056 -1.565 -0.970  0.38
H44 6.671 -2.418 0.449  0.46
H45 5.409 4.052 -1.173  0.31
H46 6.946 1.416 -0.941  0.11
H47 7.644 2.987 -1.349  0.48
H48 6.485 2.227 -2.449  0.34
H49 6.122 2.436 1.318  0.01
H50 5.078 3.876 1.267  0.28
H51 6.795 4.015 0.869  0.49



Record 4
The following is a DFT calculation (the ωB97M-V functional and the def2-TZVPD basis) of a molecular structure, C42H52BN8NaO4S3.

## Properties
HOMO (spin up / spin down)	-1.0094 / -1.1835	eV
orbital gap (spin up / spin down)	4.68 / 4.85	eV
ΔE to the lowest compared entry with this formula, charge and spin	0.0	kcal/mol
net charge	-2
LUMO energy (spin up / spin down)	0.135 / 0.135	hartree

Last column: Mulliken charge in e.
Atoms and positions in Å:
Na1 -2.839 -0.875 -0.879  1.09
C1 3.645 -3.498 -3.606  -1.72
C2 3.018 -3.522 -2.251  0.38
C3 3.094 -4.611 -1.450  -0.51
C4 2.484 -4.591 -0.167  -0.20
N1 1.896 -3.525 0.265  -0.85
N2 1.799 -2.444 -0.521  0.66
B1 1.003 -1.358 0.155  0.18
N3 1.555 -0.041 0.244  0.67
N4 2.914 0.047 0.022  -0.52
C5 3.493 1.166 0.335  0.64
C6 2.791 2.263 0.881  -1.18
C7 1.393 2.259 0.866  0.86
C8 0.651 3.503 1.275  -1.94
C9 0.768 1.109 0.426  -0.99
S1 -0.883 0.923 -0.116  -0.11
C10 4.989 1.249 0.045  2.23
C11 5.518 -0.079 -0.496  -2.00
C12 5.744 1.602 1.332  -1.77
C13 5.224 2.341 -1.006  -1.71
N5 -0.111 -1.738 0.992  0.68
N6 -0.178 -1.029 2.171  -0.30
C14 -1.082 -1.360 3.050  -0.21
C15 -1.969 -2.431 2.860  -0.79
C16 -1.993 -3.066 1.607  0.33
C17 -3.037 -4.098 1.300  -1.80
C18 -1.094 -2.680 0.626  0.62
S2 -1.185 -3.179 -1.026  -0.45
C19 -1.053 -0.493 4.309  2.55
C20 -0.907 0.978 3.902  -1.62
C21 0.157 -0.909 5.155  -1.79
C22 -2.327 -0.654 5.140  -2.24
C23 2.268 -2.370 -1.803  0.47
S3 1.987 -1.049 -2.774  -0.42
C24 2.432 -5.777 0.792  2.48
C25 3.119 -5.389 2.106  -1.67
C26 3.119 -7.010 0.206  -2.31
C27 0.957 -6.101 1.064  -1.48
H1 4.196 -4.421 -3.791  0.37
H2 4.314 -2.640 -3.695  0.29
H3 2.880 -3.361 -4.370  0.34
H4 3.623 -5.491 -1.791  0.45
H5 3.316 3.152 1.207  0.36
H6 1.257 4.047 2.003  0.58
H7 -0.317 3.267 1.711  0.11
H8 0.468 4.160 0.422  0.37
H9 5.374 -0.883 0.226  0.34
H10 6.587 0.019 -0.711  0.50
H11 4.992 -0.363 -1.408  0.29
H12 5.576 0.840 2.096  0.36
H13 5.422 2.563 1.737  0.29
H14 6.818 1.661 1.132  0.47
H15 4.679 2.106 -1.922  0.36
H16 6.289 2.416 -1.245  0.45
H17 4.880 3.314 -0.651  0.32
H18 -2.693 -2.703 3.614  0.27
H19 -3.637 -4.309 2.187  0.40
H20 -2.577 -5.022 0.943  0.26
H21 -3.701 -3.764 0.498  0.29
H22 0.014 1.133 3.342  0.08
H23 -0.896 1.611 4.795  0.52
H24 -1.734 1.289 3.260  0.40
H25 1.075 -0.762 4.585  0.33
H26 0.091 -1.964 5.434  0.39
H27 0.209 -0.311 6.070  0.41
H28 -3.214 -0.417 4.550  0.42
H29 -2.291 0.028 5.993  0.45
H30 -2.433 -1.668 5.531  0.39
H31 4.173 -5.152 1.941  0.38
H32 3.059 -6.214 2.822  0.42
H33 2.634 -4.513 2.536  0.27
H34 4.183 -6.835 0.025  0.43
H35 2.654 -7.319 -0.733  0.42
H36 3.033 -7.840 0.911  0.42
H37 0.450 -5.236 1.493  0.20
H38 0.877 -6.945 1.755  0.44
H39 0.438 -6.354 0.136  0.35
O1 -6.903 -0.179 -1.596  -0.75
C28 -5.775 0.257 -1.852  0.05
O2 -4.660 -0.300 -1.656  -0.89
C29 -5.700 1.651 -2.496  -0.50
C30 -4.508 2.366 -2.559  0.00
C31 -4.456 3.611 -3.171  -0.30
C32 -5.622 4.123 -3.717  0.16
C33 -6.829 3.441 -3.657  -0.62
C34 -6.858 2.206 -3.039  -0.39
N7 -5.590 5.431 -4.381  0.98
O3 -6.645 5.885 -4.810  -0.67
O4 -4.521 6.002 -4.486  -0.61
H40 -3.614 1.955 -2.107  0.77
H41 -3.532 4.173 -3.216  0.54
H42 -7.714 3.884 -4.090  0.44
H43 -7.774 1.636 -2.958  0.47
C35 0.052 2.193 -2.731  -1.19
C36 -0.696 3.389 -2.194  1.08
C37 -0.634 4.562 -2.946  -0.93
C38 -1.326 5.714 -2.615  -1.08
C39 -2.135 5.684 -1.485  -0.87
C40 -2.229 4.548 -0.702  1.47
C41 -3.146 4.525 0.487  -1.57
C42 -1.490 3.364 -1.014  0.87
N8 -1.716 2.349 -0.112  -0.40
H44 0.491 2.448 -3.699  0.50
H45 -0.602 1.331 -2.879  0.22
H46 0.856 1.847 -2.080  0.02
H47 -0.022 4.552 -3.843  0.26
H48 -1.262 6.600 -3.235  0.34
H49 -2.721 6.556 -1.211  0.27
H50 -3.626 5.498 0.617  0.42
H51 -2.607 4.258 1.398  0.16
H52 -3.917 3.758 0.366  0.25